(1)
{
  "formula": "C5H10N3O",
  "method": "ωB97M-V/def2-TZVPD",
  "charge": 1,
  "de_lowest_kcal_mol": 104.5,
  "fmax_ev_per_a": 3.37,
  "elements": ["C", "N", "N", "C", "C", "N", "C", "C", "O", "H", "H", "H", "H", "H", "H", "H", "H", "H", "H"],
  "positions_angstrom": [[0.612697, -1.145301, -0.744253], [-0.017632, -0.474933, -1.641445], [0.703012, 0.572266, -2.238625], [-1.319103, -0.207985, -1.223348], [-1.374116, 0.031452, 0.085536], [-0.260716, -0.274602, 0.975340], [0.384691, 0.776425, 1.710793], [-0.726610, -1.490664, 1.779979], [-1.307036, -2.388865, 1.323075], [0.243303, -2.051891, -0.397322], [1.673773, -0.951669, -0.835139], [0.074928, 1.365732, -2.439744], [1.061678, 0.422470, -3.118537], [-2.043407, 0.008233, -1.929412], [-2.385622, 0.335647, 0.435225], [1.454903, 0.863373, 1.703509], [0.076227, 1.713980, 1.378472], [0.068145, 0.792055, 2.705980], [-0.567594, -1.548204, 2.849011]],
  "forces_ev_per_a": [[2.84, -0.11, -0.49], [-0.18, 0.15, -1.09], [-1.41, 2.56, 1.68], [1.00, 0.56, 1.37], [-1.64, 0.37, 0.29], [-1.53, -2.29, -0.75], [0.11, 0.54, 0.27], [1.13, 1.71, 0.68], [-1.04, -1.40, -2.05], [-0.75, -1.36, 0.51], [0.27, -0.27, 0.80], [0.16, -0.40, 0.80], [1.08, -1.74, -2.40], [-1.49, 0.26, -1.09], [1.11, -0.03, 0.46], [0.59, -0.90, -0.37], [-0.76, 1.57, -1.04], [-0.39, -0.37, 1.85], [0.90, 1.14, 0.60]],
  "nbo_charge": [0.110, -0.198, -0.634, -0.044, 0.001, -0.470, -0.432, 0.549, -0.469, 0.230, 0.239, 0.379, 0.385, 0.244, 0.251, 0.238, 0.231, 0.219, 0.171]
}



(2)
{
  "formula": "C5H7N",
  "method": "ωB97M-V/def2-TZVPD",
  "charge": 0,
  "de_lowest_kcal_mol": 20.6,
  "fmax_ev_per_a": 2.13,
  "elements": ["C", "C", "C", "C", "C", "N", "H", "H", "H", "H", "H", "H", "H"],
  "positions_angstrom": [[-1.257425, -0.283750, -1.435263], [-0.337574, -0.032916, -0.253174], [0.023441, -0.942161, 0.709209], [1.137594, -0.436408, 1.503858], [1.360746, 0.843702, 1.027139], [0.392421, 1.102344, -0.064435], [-2.097142, 0.414591, -1.535932], [-0.695651, -0.253617, -2.381627], [-1.681134, -1.295707, -1.386040], [-0.753984, -1.625412, 1.019654], [1.675002, -1.040962, 2.273846], [2.031341, 1.658650, 1.286855], [0.195644, 1.849943, -0.750051]],
  "forces_ev_per_a": [[0.03, 0.12, 0.14], [0.01, -0.39, 0.28], [-0.24, 0.21, 0.60], [-0.92, 0.44, -0.87], [-1.28, 0.53, -1.62], [0.86, -0.78, 0.42], [0.19, 0.03, 0.16], [-0.03, 0.09, 0.29], [0.16, 0.30, 0.22], [0.69, -0.98, -0.14], [-0.58, 1.11, -0.70], [-0.09, -0.47, -0.01], [1.19, -0.23, 1.21]],
  "nbo_charge": [-0.648, 0.158, -0.343, -0.286, -0.084, -0.547, 0.214, 0.220, 0.234, 0.216, 0.236, 0.215, 0.416]
}



(3)
{
  "formula": "C26H29CoN2O6P4",
  "method": "ωB97M-V/def2-TZVPD",
  "charge": 1,
  "de_lowest_kcal_mol": 2.5,
  "multiplicity": 2,
  "fmax_ev_per_a": 0.62,
  "elements": ["Co", "N", "C", "C", "P", "O", "O", "O", "P", "O", "O", "O", "H", "H", "H", "H", "H", "H", "H", "H", "N", "P", "C", "C", "C", "C", "C", "C", "C", "C", "C", "C", "C", "C", "P", "C", "C", "C", "C", "C", "C", "C", "C", "C", "C", "C", "C", "H", "H", "H", "H", "H", "H", "H", "H", "H", "H", "H", "H", "H", "H", "H", "H", "H", "H", "H", "H", "H"],
  "positions_angstrom": [[-0.167139, 0.527524, -0.029331], [3.223298, -0.299775, 2.867006], [1.828043, -0.768086, 2.500845], [1.507291, -2.095432, 3.169968], [1.735026, -0.886368, 0.678421], [2.971798, -1.861302, 0.425873], [1.904320, 0.496657, 0.084043], [0.399936, -1.454136, 0.269259], [0.740210, 0.694295, 2.988196], [0.190351, 0.253658, 4.424156], [1.750311, 1.781318, 3.115622], [-0.424856, 0.761527, 2.042191], [3.944618, -0.664381, 2.243913], [3.446835, -0.571523, 3.824696], [3.140948, 0.750492, 2.849975], [2.193272, -2.880902, 2.848975], [0.498099, -2.396358, 2.893890], [1.540685, -1.996371, 4.255556], [3.089463, -2.154264, -0.487391], [-0.773263, 0.213280, 4.453157], [-2.233294, 2.389582, -0.900143], [-2.264274, 0.670100, -0.703378], [-2.623902, 0.017672, -2.338522], [-3.840734, 0.273471, -2.970087], [-4.055415, -0.185596, -4.256801], [-3.060509, -0.903987, -4.912973], [-1.853484, -1.166855, -4.285337], [-1.633215, -0.704810, -2.994747], [-3.662744, 0.279921, 0.352973], [-4.729910, 1.147988, 0.558841], [-5.785908, 0.761394, 1.371727], [-5.777092, -0.488134, 1.973283], [-4.712211, -1.356444, 1.768512], [-3.652260, -0.973348, 0.964324], [-0.514171, 2.557570, -0.791163], [-0.195817, 4.091196, 0.073270], [0.772178, 4.112913, 1.071740], [1.044079, 5.305235, 1.728210], [0.352576, 6.457851, 1.389493], [-0.616587, 6.432416, 0.392114], [-0.891423, 5.250823, -0.272856], [0.019064, 2.735029, -2.502172], [1.343050, 2.418880, -2.803151], [1.795854, 2.535669, -4.108206], [0.928454, 2.953881, -5.108281], [-0.393275, 3.256036, -4.809072], [-0.852643, 3.147221, -3.505703], [-2.746865, 2.922093, -0.205193], [-4.615605, 0.829821, -2.455560], [-4.997469, 0.010503, -4.751107], [-3.233107, -1.263030, -5.919032], [-1.085060, -1.729650, -4.798001], [-0.692622, -0.909290, -2.494389], [-4.759791, 2.120171, 0.080907], [-6.616269, 1.435911, 1.531449], [-6.602605, -0.786849, 2.605509], [-4.706667, -2.329597, 2.240820], [-2.810840, -1.641375, 0.815590], [1.287676, 3.205442, 1.358734], [1.788196, 5.325201, 2.512888], [0.564849, 7.384823, 1.905768], [-1.152205, 7.335454, 0.131787], [-1.634127, 5.234398, -1.062672], [2.010383, 2.076846, -2.019393], [2.823534, 2.295993, -4.346820], [1.282341, 3.038798, -6.127302], [-1.068200, 3.572706, -5.593136], [-1.888081, 3.358200, -3.270263]],
  "forces_ev_per_a": [[0.53, 0.09, -0.30], [0.00, 0.01, 0.01], [0.01, -0.02, -0.05], [-0.01, 0.02, 0.01], [-0.15, -0.12, 0.11], [0.05, 0.08, -0.03], [-0.07, -0.09, 0.07], [-0.12, 0.04, -0.02], [-0.06, -0.09, 0.05], [0.01, 0.08, 0.02], [0.01, -0.01, 0.02], [0.04, 0.11, 0.01], [0.00, 0.01, -0.01], [0.01, -0.01, 0.00], [-0.01, 0.00, 0.01], [0.00, -0.01, 0.00], [0.00, 0.00, 0.00], [0.00, 0.00, 0.00], [0.02, 0.01, 0.00], [0.00, -0.04, -0.02], [0.12, -0.11, 0.22], [-0.15, 0.02, 0.04], [-0.03, -0.01, -0.01], [0.01, -0.01, 0.00], [0.00, 0.00, 0.00], [0.00, 0.00, -0.01], [0.00, 0.00, 0.00], [-0.01, 0.01, 0.00], [0.06, -0.04, 0.06], [-0.04, 0.00, -0.03], [0.01, 0.01, -0.01], [0.01, -0.02, 0.00], [-0.02, 0.01, 0.01], [0.02, 0.02, 0.02], [-0.25, -0.01, -0.11], [0.06, -0.04, 0.06], [-0.07, -0.02, 0.03], [0.00, 0.02, 0.01], [0.01, -0.01, 0.01], [-0.02, -0.01, -0.01], [0.02, 0.02, -0.04], [-0.01, 0.06, 0.00], [0.00, 0.02, 0.00], [0.01, 0.00, 0.01], [-0.01, 0.00, -0.01], [0.01, 0.00, -0.01], [0.00, -0.02, -0.01], [-0.06, 0.07, -0.11], [0.00, 0.00, 0.00], [0.00, 0.00, 0.00], [0.00, 0.00, 0.00], [0.00, 0.00, 0.00], [0.00, 0.00, 0.00], [0.01, 0.00, 0.00], [0.00, 0.00, 0.00], [0.00, 0.00, 0.00], [0.00, 0.00, 0.00], [0.00, 0.00, 0.00], [0.02, 0.01, 0.00], [0.00, -0.01, 0.00], [0.00, 0.00, 0.00], [0.00, 0.00, 0.00], [0.00, 0.00, -0.01], [0.01, 0.00, 0.00], [0.00, 0.00, 0.00], [0.00, 0.00, 0.00], [0.00, 0.00, 0.00], [0.00, 0.00, 0.00]],
  "nbo_charge": [0.805, -0.709, -0.637, -0.638, 2.347, -1.004, -1.118, -1.109, 2.402, -1.000, -1.141, -1.181, 0.437, 0.431, 0.496, 0.227, 0.261, 0.233, 0.531, 0.522, -1.235, 1.182, -0.332, -0.192, -0.205, -0.177, -0.196, -0.205, -0.312, -0.227, -0.188, -0.183, -0.202, -0.193, 1.215, -0.338, -0.201, -0.189, -0.176, -0.207, -0.205, -0.331, -0.223, -0.193, -0.185, -0.203, -0.207, 0.428, 0.219, 0.227, 0.226, 0.224, 0.220, 0.213, 0.227, 0.228, 0.227, 0.229, 0.254, 0.228, 0.226, 0.226, 0.217, 0.234, 0.223, 0.225, 0.225, 0.229]
}